(1)
C37H33N8O4PtSSi | ωB97M-V with the def2-TZVPD basis set

XYZ file:
```
85
Properties=species:S:1:pos:R:3:lowdin_charge:R:1
Pt 0.2097 0.3932 -0.1333 1.19
N 5.0027 -2.6225 5.5385 0.09
C 3.8791 -1.9225 5.1001 -0.33
C 2.5958 -2.3973 5.3800 -0.03
C 1.4811 -1.7249 4.9121 -0.06
C 1.6407 -0.5733 4.1547 -0.28
C 2.9090 -0.0896 3.8696 -0.06
C 4.0237 -0.7613 4.3391 -0.05
S 0.2339 0.3752 3.6282 0.59
O -0.8647 0.1078 4.5164 -0.30
O 0.6995 1.7307 3.5380 -0.31
N -0.0985 -0.0957 2.0954 -0.17
C -0.7408 -1.2659 1.8725 -0.49
N -1.1805 -1.4040 0.5920 0.04
C -1.8595 -2.4906 0.2608 -0.13
C -2.1412 -3.4825 1.1777 -0.05
C -1.6125 -3.2908 2.4490 -0.12
N -0.9191 -2.2266 2.8006 0.14
H 4.8479 -3.2433 6.3139 0.08
H 5.8464 -2.0819 5.6205 0.08
H 2.4770 -3.2955 5.9768 0.11
H 0.4782 -2.0685 5.1194 0.10
H 3.0095 0.8264 3.2974 0.11
H 5.0177 -0.3790 4.1320 0.11
H -2.1837 -2.5562 -0.7722 0.11
H -2.7052 -4.3637 0.9106 0.09
H -1.7493 -4.0424 3.2233 0.11
C -3.3572 2.6439 0.5544 -0.08
C -2.4809 1.5805 0.4211 -0.15
N -1.2475 1.7820 -0.0900 -0.17
C -0.8365 3.0141 -0.4056 -0.08
C -1.6470 4.1700 -0.2565 -0.22
C -2.9628 3.9161 0.2104 -0.04
C -1.2479 5.4747 -0.6607 -0.10
C 0.0118 6.0646 -0.7893 -0.10
C 1.2559 5.7628 -0.1657 -0.32
C 2.4244 6.4985 -0.5074 -0.05
C 3.5845 6.2263 0.1653 -0.19
N 3.6698 5.3278 1.1583 0.03
C 2.5264 4.6916 1.4232 -0.24
N 1.3584 4.8432 0.8251 0.12
H -4.3544 2.4524 0.9281 0.10
H -2.7488 0.5705 0.6885 0.09
H 0.1249 3.0979 -0.8929 0.10
H -3.6499 4.7481 0.3142 0.10
H -2.0832 6.1179 -0.9316 0.09
H 0.0356 6.9896 -1.3588 0.08
H 2.3840 7.2525 -1.2843 0.09
H 4.5086 6.7446 -0.0792 0.09
H 2.5468 3.9663 2.2277 0.09
O 2.6165 1.5159 -0.3354 0.02
C 2.9236 0.3760 -0.0188 -0.54
C 4.2883 -0.1301 0.3882 -0.06
C 4.0251 -1.6048 0.7157 -0.07
C 2.5388 -1.8130 0.4195 -0.49
O 1.9487 -2.8709 0.5029 0.05
N 2.0012 -0.6229 0.0107 -0.04
H 4.6439 0.4582 1.2346 0.11
H 4.9804 0.0223 -0.4396 0.12
H 4.1901 -1.8464 1.7648 0.10
H 4.6112 -2.2971 0.1123 0.12
C -0.8363 -4.0649 -4.0360 -0.10
C -1.1522 -2.9355 -4.7810 -0.10
C -0.8629 -1.6722 -4.2856 -0.11
C -0.2507 -1.5065 -3.0421 -0.32
C 0.0619 -2.6540 -2.3068 -0.14
C -0.2284 -3.9213 -2.7958 -0.09
Si 0.2544 0.2159 -2.4396 0.62
C 1.9865 0.4530 -3.1692 -0.32
C 2.3892 1.6781 -3.7006 -0.11
C 3.6647 1.8540 -4.2185 -0.09
C 4.5698 0.8015 -4.2106 -0.10
C 4.1912 -0.4241 -3.6763 -0.10
C 2.9129 -0.5929 -3.1632 -0.11
H -1.0597 -5.0524 -4.4220 0.09
H -1.6232 -3.0420 -5.7508 0.09
H -1.1158 -0.7966 -4.8759 0.09
H 0.5438 -2.5600 -1.3370 0.06
H 0.0241 -4.7967 -2.2090 0.10
H -0.5941 1.1728 -3.2078 -0.01
H 1.6947 2.5129 -3.7009 0.10
H 3.9581 2.8151 -4.6239 0.10
H 5.5631 0.9325 -4.6224 0.09
H 4.8946 -1.2488 -3.6623 0.10
H 2.6299 -1.5586 -2.7538 0.10
```

ΔE to the lowest compared entry with this formula, charge and spin ... 0.4196 eV
<S²> ... 2.037
Net charge ... -1
Strongest force on any atom ... 0.88 eV Å⁻¹
Electronic energy ... -2975.8745 hartree
LUMO (alpha / beta) ... 2.40 / 1.34 eV
2S+1 ... 3
HOMO-LUMO gap (alpha / beta) ... 0.1683 / 0.2233 Eh

---

(2)
C37H34As3Cl2NO16S2Tl | ωB97M-V with the def2-TZVPD basis set

XYZ file:
```
96
Properties=species:S:1:pos:R:3:lowdin_charge:R:1
Tl 1.8406 1.2436 0.9123 0.95
O 1.4113 -3.7140 0.4863 -0.26
As 2.3032 -2.1905 0.6916 0.94
O 3.8057 -2.2594 0.1576 -0.42
O 1.2019 -0.8508 0.3341 -0.61
C 2.0884 -2.4029 2.6535 -0.19
C 1.2209 -3.4163 3.1600 -0.09
C 0.9900 -3.4997 4.5146 -0.11
C 1.6463 -2.6950 5.4216 -0.09
C 2.5061 -1.7194 4.9643 -0.05
C 2.7738 -1.6131 3.5608 -0.24
S 3.8640 -0.2313 3.2032 0.50
O 3.4264 0.6819 4.2241 -0.32
O 5.1787 -0.7748 3.0762 -0.27
O 3.5124 0.2468 1.7991 -0.46
H 1.6463 -4.0234 -0.4081 0.03
H 0.7331 -4.1037 2.4603 0.10
H 0.3266 -4.2559 4.8992 0.10
H 1.4339 -2.8046 6.4903 0.11
H 3.0296 -1.0034 5.6156 0.11
C 3.5527 4.5892 1.2118 -0.02
C 2.5778 4.5836 2.3208 -0.31
C 2.5431 5.6653 3.2053 -0.03
C 1.7844 5.5744 4.3335 0.00
C 0.9127 4.4658 4.5150 -0.15
C 0.0958 4.3341 5.6470 -0.07
C -0.7723 3.2690 5.7428 -0.09
C -0.8304 2.2756 4.7457 -0.12
C -0.1167 2.3900 3.5225 -0.64
S -0.6165 1.3500 2.2535 0.69
C 0.8942 3.4519 3.4801 -0.20
N 1.7474 3.5452 2.4424 0.11
H 4.0759 5.5670 1.1589 0.09
H 3.0781 4.4019 0.2583 0.07
H 4.3338 3.8315 1.3092 0.10
H 3.1952 6.4979 3.0362 0.10
H 1.7863 6.4400 5.0028 0.12
H 0.1215 5.0959 6.4268 0.11
H -1.3850 3.1983 6.6445 0.10
H -1.4620 1.3930 4.8684 0.09
Cl 3.2697 4.4415 -6.2610 0.64
C 3.2361 3.6697 -4.7155 -0.70
C 4.2701 2.7787 -4.3950 -0.14
C 4.3001 2.2082 -3.1352 -0.60
Cl 5.6404 1.2590 -2.6817 0.73
C 3.2158 2.3723 -2.1552 -0.36
O 3.2856 1.7857 -1.0102 -0.13
C 2.1338 3.2086 -2.5793 -0.14
C 0.8608 3.2300 -1.9132 -0.16
O 0.4608 2.6317 -0.8633 -0.11
C 2.2329 3.9433 -3.7914 -0.06
H 5.0957 2.6258 -5.1295 0.12
H 0.0879 3.8754 -2.3320 0.13
H 1.4470 4.6540 -4.0548 0.11
C -5.0459 0.8945 -0.4479 -0.05
O -4.0571 1.5691 -1.2637 -0.03
C -3.2746 0.9223 -2.1847 -0.50
O -2.6504 1.6066 -2.9718 0.09
C -3.0329 -0.5795 -2.1310 -0.26
C -3.8226 -1.5619 -2.6073 -0.28
As -3.0610 -3.4062 -3.0475 1.33
C -4.4939 -4.5265 -2.3816 -0.33
C -2.0331 -3.3477 -1.2955 -0.30
C -0.8630 -2.8103 -1.7018 -0.38
As -1.0246 -0.8227 -1.7906 1.37
C -0.1471 -0.5130 -3.5395 -0.28
C 0.2645 -3.5239 -2.3951 -0.54
O 0.1022 -4.6358 -2.8885 0.05
O 1.4284 -2.8385 -2.4811 -0.11
C 2.4815 -3.5372 -3.2835 0.03
C -2.3197 -3.6640 0.1355 -0.46
O -3.2937 -4.2839 0.5310 0.07
O -1.4564 -3.0283 0.9802 -0.08
C -1.8975 -2.9068 2.3669 -0.03
C -5.1550 -1.2490 -3.2660 -0.45
O -6.0093 -0.4527 -2.9034 0.09
O -5.2887 -1.9733 -4.4469 -0.13
C -6.5917 -1.9180 -5.1047 -0.04
H -5.9933 0.7279 -0.9771 0.07
H -5.2191 1.5267 0.4220 0.09
H -4.7186 -0.0958 -0.0882 0.09
H -5.1928 -4.5511 -3.2313 0.01
H -4.8714 -4.1097 -1.4586 0.02
H -4.1179 -5.5592 -2.2085 0.04
H -0.4396 -1.2539 -4.3221 0.04
H 0.9602 -0.4947 -3.4350 0.03
H -0.4826 0.5115 -3.8434 0.02
H 3.1650 -3.8754 -2.5531 0.07
H 2.8775 -2.7478 -3.9075 0.09
H 2.0547 -4.3668 -3.8653 0.09
H -1.2361 -2.1940 2.8433 0.08
H -1.8796 -3.9029 2.8393 0.09
H -2.9679 -2.5502 2.4429 0.11
H -6.4956 -2.4678 -6.0469 0.09
H -6.8370 -0.8520 -5.3288 0.10
H -7.3563 -2.3752 -4.4887 0.09
```

ΔE to the lowest compared entry with this formula, charge and spin ... 2.0880 eV
Net charge ... -1
Strongest force on any atom ... 4.35 eV Å⁻¹
Electronic energy ... -11285.4057 hartree
LUMO (alpha / beta) ... 0.81 / 0.90 eV
2S+1 ... 1
HOMO-LUMO gap (alpha / beta) ... 0.2305 / 0.2339 Eh

---

Which value of strongest force on any atom does entry 2 give?
4.35 eV Å⁻¹

---

Which of these has the lowest 2S+1?
C37H34As3Cl2NO16S2Tl

---

What is the ΔE to the lowest compared entry with this formula, charge and spin in the first record?
0.4196 eV